C18H35N3OPPdS2Si | wB97M-V/def2-TZVPD

Results
- 2S+1: 1
- Gap between HOMO and LUMO (alpha / beta): 0.1857 / 0.1859 Eh
- Lowest unoccupied orbital energy (alpha / beta): 2.5 / 2.5 eV
- Relative energy (zero: lowest compared OMol25 entry of this formula, charge and spin): 92.2 kcal per mole
- Charge: -1
- DFT total energy: -68069.4453 eV
- HOMO level (alpha / beta): -0.0936 / -0.0937 hartree

Last column: Mulliken charge in e.
Cartesian coordinates (Å):
Pd (0.004, 0.049, 0.081)  -0.39
C (-5.347, 2.082, 1.519)  -1.01
Si (-5.374, 1.056, -0.049)  0.08
C (-5.265, 2.152, -1.574)  -0.86
C (-7.092, 0.269, -0.122)  -1.13
C (-4.117, -0.326, -0.045)  0.18
C (-4.542, -1.639, -0.083)  0.00
C (-3.622, -2.692, -0.074)  -0.95
C (-2.287, -2.358, -0.028)  -0.49
N (-1.839, -1.107, 0.004)  0.16
C (-2.702, -0.075, 0.001)  0.47
S (-2.117, 1.522, 0.051)  -0.35
H (-6.233, 2.723, 1.569)  0.32
H (-4.456, 2.706, 1.561)  0.28
H (-5.348, 1.434, 2.398)  0.34
H (-6.149, 2.794, -1.646)  0.33
H (-5.215, 1.544, -2.480)  0.33
H (-4.377, 2.781, -1.530)  0.14
H (-7.847, 1.059, -0.126)  0.28
H (-7.281, -0.371, 0.744)  0.30
H (-7.229, -0.331, -1.025)  0.30
H (-5.602, -1.870, -0.117)  0.30
H (-3.930, -3.728, -0.098)  0.37
H (-1.520, -3.125, -0.014)  0.40
O (-0.072, -0.075, 1.969)  -1.02
C (4.445, 2.017, -0.085)  -1.11
C (4.244, 0.537, -0.405)  -0.86
P (2.596, -0.102, 0.178)  0.95
C (2.688, -1.836, -0.458)  -0.43
C (3.932, -2.697, -0.211)  -1.23
C (2.855, -0.013, 1.992)  -0.56
C (4.121, -0.591, 2.626)  -1.17
H (5.400, 2.379, -0.471)  0.42
H (4.436, 2.193, 0.991)  0.32
H (3.652, 2.622, -0.523)  0.00
H (5.055, -0.048, 0.033)  0.49
H (4.293, 0.389, -1.490)  0.56
H (2.509, -1.720, -1.530)  0.34
H (1.811, -2.334, -0.043)  0.27
H (4.825, -2.269, -0.669)  0.26
H (3.795, -3.691, -0.644)  0.42
H (4.121, -2.829, 0.850)  0.21
H (1.940, -0.472, 2.392)  0.36
H (2.760, 1.051, 2.213)  0.32
H (4.214, -1.658, 2.432)  0.20
H (4.080, -0.464, 3.711)  0.42
H (5.041, -0.106, 2.286)  0.24
S (0.084, 0.045, -2.489)  -0.48
C (0.314, 1.728, -2.586)  0.30
N (-0.732, 2.551, -2.552)  -0.07
C (-0.637, 3.992, -2.426)  -0.53
C (0.620, 4.469, -3.134)  -0.83
C (1.809, 3.694, -2.588)  -0.61
N (1.541, 2.270, -2.688)  -0.03
H (-1.612, 2.095, -2.345)  0.20
H (-0.600, 4.272, -1.367)  0.24
H (-1.535, 4.432, -2.856)  0.39
H (0.764, 5.538, -2.970)  0.36
H (0.528, 4.297, -4.208)  0.36
H (1.979, 3.976, -1.543)  0.29
H (2.720, 3.913, -3.146)  0.38
H (2.296, 1.609, -2.625)  0.23